1.
C51H56F2Ge2NO2PtS4 as an isolated structure, computed with ωB97M-V/def2-TZVPD.

Summary:
total charge = -1
E_HOMO (alpha / beta) = -4.12 / -4.70 eV
<S²> = 2.006
multiplicity = 3
lowest unoccupied orbital energy (alpha / beta) = 2.4 / 1.9 eV
gap between HOMO and LUMO (alpha / beta) = 6.5 / 6.6 eV

```
119
C51H56F2Ge2NO2PtS4 ωB97M-V/def2-TZVPD
Pt -0.534 0.170 -0.541
C 1.516 -4.119 1.964
C 0.360 -4.188 1.003
C 0.519 -4.689 -0.281
C -0.544 -4.763 -1.171
C -0.330 -5.283 -2.567
C -1.805 -4.313 -0.767
C -1.986 -3.803 0.523
C -3.340 -3.327 0.982
C -0.900 -3.749 1.387
C -2.990 -4.498 -1.657
C -3.442 -5.812 -1.769
C -4.572 -6.113 -2.506
C -5.291 -5.082 -3.079
C -4.880 -3.750 -2.959
C -3.692 -3.452 -2.280
Ge -2.867 -1.616 -2.258
S -0.681 -1.720 -2.166
S -3.765 -0.204 -0.692
Ge -3.101 1.348 -2.265
S -0.958 1.835 -2.203
S -3.473 -0.188 -3.940
C -4.243 2.999 -2.326
C -5.005 3.318 -3.453
C -5.783 4.476 -3.461
C -5.838 5.305 -2.358
C -5.072 5.003 -1.247
C -4.250 3.878 -1.225
C -3.394 3.720 -0.013
C -2.162 4.382 0.054
C -1.652 5.254 -1.066
C -1.398 4.272 1.210
C -1.847 3.564 2.314
C -0.995 3.437 3.546
C -3.102 2.973 2.255
C -3.882 3.035 1.110
C -5.236 2.374 1.083
C -5.006 2.517 -4.709
C -6.139 1.785 -5.074
C -7.327 1.643 -4.160
C -6.160 1.135 -6.304
C -5.076 1.172 -7.166
C -5.095 0.420 -8.471
C -3.964 1.916 -6.793
C -3.916 2.598 -5.586
C -2.691 3.402 -5.235
C -5.895 -2.800 -3.510
C -6.052 -2.648 -4.890
C -4.961 -3.034 -5.852
C -7.234 -2.108 -5.386
C -8.255 -1.696 -4.548
C -9.561 -1.183 -5.094
C -8.050 -1.778 -3.175
C -6.893 -2.330 -2.643
C -6.736 -2.448 -1.150
H 2.394 -4.621 1.557
H 1.258 -4.592 2.914
H 1.781 -3.080 2.170
H 1.501 -5.022 -0.605
H 0.722 -5.515 -2.734
H -0.641 -4.528 -3.292
H -0.919 -6.183 -2.753
H -4.093 -4.106 0.843
H -3.661 -2.453 0.412
H -3.311 -3.047 2.034
H -1.042 -3.350 2.387
H -2.892 -6.600 -1.268
H -4.906 -7.138 -2.608
H -6.206 -5.293 -3.619
H -6.350 4.709 -4.356
H -6.462 6.190 -2.372
H -5.080 5.654 -0.380
H -2.284 5.193 -1.949
H -0.647 4.945 -1.348
H -1.614 6.298 -0.742
H -0.424 4.749 1.240
H -0.286 4.262 3.619
H -0.425 2.507 3.502
H -1.611 3.414 4.446
H -3.476 2.432 3.117
H -5.599 2.195 2.096
H -5.172 1.411 0.575
H -5.965 2.982 0.547
H -7.366 2.430 -3.411
H -7.272 0.684 -3.639
H -8.253 1.663 -4.738
H -7.051 0.585 -6.582
H -6.064 -0.052 -8.634
H -4.330 -0.359 -8.469
H -4.890 1.087 -9.311
H -3.110 1.971 -7.461
H -2.149 3.686 -6.137
H -2.013 2.817 -4.604
H -2.954 4.306 -4.684
H -4.291 -3.780 -5.427
H -4.366 -2.144 -6.076
H -5.376 -3.417 -6.786
H -7.359 -2.037 -6.462
H -9.557 -1.190 -6.185
H -9.756 -0.164 -4.755
H -10.390 -1.807 -4.753
H -8.827 -1.436 -2.497
H -7.660 -2.172 -0.642
H -5.942 -1.783 -0.804
H -6.466 -3.465 -0.859
N 2.874 -0.630 -3.137
C 3.149 0.568 -2.340
C 2.437 0.472 -0.996
O 2.173 1.430 -0.324
O 2.173 -0.780 -0.597
H 3.383 -0.610 -4.010
H 1.882 -0.665 -3.370
H 2.385 -1.387 -1.329
H 2.846 1.507 -2.808
H 4.219 0.621 -2.126
F -1.625 0.088 2.214
C -0.556 -0.354 1.458
F 0.569 0.038 2.175
H -0.582 -1.452 1.527
```

=====

2.
An isolated molecule of C2HNO3 at a distorted geometry, computed with ωB97M-V/def2-TZVPD.

Summary:
relative energy (zero: lowest compared OMol25 entry of this formula, charge and spin) = 57.21 kcal per mole
E_HOMO = -11.24 eV
lowest unoccupied orbital energy = 0.7 eV
gap between HOMO and LUMO = 11.9 eV

```
7
C2HNO3 ωB97M-V/def2-TZVPD
O 1.918 -0.019 0.059
C 0.748 -0.070 -0.047
O 0.043 1.137 -0.050
C -1.226 0.563 -0.009
N -1.383 -0.624 -0.007
O -0.104 -1.081 -0.006
H -2.299 1.120 0.354
```

=====

3.
An isolated ion of composition C8H14 and charge +1 at a distorted geometry, computed with ωB97M-V/def2-TZVPD.

Summary:
relative energy (zero: lowest compared OMol25 entry of this formula, charge and spin) = 44.83 kcal per mole
total charge = +1
E_HOMO (alpha / beta) = -14.14 / -14.18 eV
<S²> = 0.776
multiplicity = 2
lowest unoccupied orbital energy (alpha / beta) = -4.5 / -8.1 eV
gap between HOMO and LUMO (alpha / beta) = 9.6 / 6.1 eV

```
22
C8H14 ωB97M-V/def2-TZVPD
C 0.380 1.812 3.174
C -0.511 1.645 1.817
C -0.541 0.136 1.379
C 0.716 -0.284 0.456
C -0.571 -2.096 -4.015
C -0.056 -1.172 -3.177
C 0.444 -1.359 -1.816
C 0.205 -0.453 -0.857
H 1.439 1.480 3.251
H 0.086 1.450 4.090
H 0.319 2.940 3.307
H -0.174 2.315 1.028
H -1.480 2.061 2.014
H -0.492 -0.659 2.169
H -1.483 0.058 0.908
H 1.234 -1.129 0.926
H 1.451 0.571 0.492
H -0.508 -3.158 -3.694
H -1.033 -1.980 -5.012
H -0.071 -0.157 -3.551
H 0.875 -2.393 -1.619
H -0.230 0.372 -1.271
```

=====

4.
C18H16Br2HfN9O7S as an isolated structure at a distorted geometry, computed with ωB97M-V/def2-TZVPD.

Summary:
relative energy (zero: lowest compared OMol25 entry of this formula, charge and spin) = 44.85 kcal per mole
total charge = +1
E_HOMO = -11.08 eV
lowest unoccupied orbital energy = -4.1 eV
gap between HOMO and LUMO = 6.9 eV

```
54
C18H16Br2HfN9O7S ωB97M-V/def2-TZVPD
Hf -0.640 0.407 0.063
Br 2.356 1.952 -3.932
C 2.942 0.904 -2.491
C 4.276 0.462 -2.246
C 4.653 -0.495 -1.323
Br 6.499 -0.974 -1.084
C 3.687 -0.987 -0.457
C 3.922 -1.918 0.595
C 2.874 -2.438 1.268
C 1.558 -2.080 1.013
N 1.292 -1.058 0.133
C 2.349 -0.541 -0.518
C 1.959 0.499 -1.509
O 0.698 0.896 -1.523
H 5.047 0.831 -2.931
H 4.926 -2.429 0.715
H 3.050 -3.082 2.146
H 0.629 -2.508 1.462
C 0.546 -3.200 -3.238
C -0.216 -1.913 -3.479
N -0.148 -1.209 -4.603
N -1.042 -0.186 -4.483
C -1.513 -0.070 -3.175
S -2.213 1.132 -2.338
N -1.027 -1.249 -2.589
N -1.215 -1.498 -1.190
H 0.471 -3.756 -4.208
H 0.119 -3.805 -2.504
H 1.568 -2.916 -3.012
H -1.201 0.451 -5.289
H -2.201 -1.798 -0.953
H -0.486 -2.233 -0.921
N 0.370 0.721 2.222
N -0.604 0.196 3.125
C -1.213 -1.029 2.698
O -1.842 -1.626 3.546
O -1.120 -1.295 1.388
H 1.287 0.265 2.451
H 0.628 1.674 2.473
H -0.338 0.122 4.131
O -3.035 4.831 3.019
C -3.748 3.775 3.332
O -4.751 3.800 4.064
C -3.297 2.534 2.715
C -3.898 1.255 2.833
N -3.515 0.552 1.756
N -2.604 1.215 0.988
C -2.420 2.440 1.574
C -1.273 3.221 1.059
O -1.007 4.472 1.326
O -0.451 2.478 0.379
H -2.205 4.736 2.416
H -4.651 0.885 3.515
H -3.831 -0.412 1.588
```

=====

5.
A 4-piece molecular cluster, C10H27NO11S3 overall at a distorted geometry, computed with ωB97M-V/def2-TZVPD.

Summary:
relative energy (zero: lowest compared OMol25 entry of this formula, charge and spin) = 2.34 kcal per mole
E_HOMO = -10.73 eV
lowest unoccupied orbital energy = 0.1 eV
gap between HOMO and LUMO = 10.9 eV

```
52
C10H27NO11S3 ωB97M-V/def2-TZVPD
C -17.475 -12.935 0.255
C -18.333 -12.243 1.278
O -17.445 -11.624 2.239
S -18.025 -11.365 3.690
C -17.024 -9.998 4.121
O -19.378 -10.921 3.555
O -17.724 -12.488 4.511
H -16.585 -12.340 0.038
H -18.013 -13.098 -0.677
H -17.115 -13.893 0.629
H -18.989 -11.477 0.868
H -18.958 -12.977 1.794
H -17.395 -9.648 5.078
H -17.101 -9.286 3.307
H -15.994 -10.335 4.215
C -22.988 -4.471 9.505
C -24.361 -3.874 9.838
O -24.760 -2.905 8.854
S -25.782 -3.398 7.753
C -27.273 -3.535 8.663
O -25.913 -2.303 6.868
O -25.364 -4.683 7.302
H -22.235 -3.709 9.694
H -22.950 -4.804 8.471
H -22.808 -5.322 10.163
H -25.101 -4.657 9.999
H -24.265 -3.320 10.772
H -27.295 -4.489 9.184
H -28.101 -3.479 7.963
H -27.308 -2.715 9.375
C -23.636 0.091 5.506
C -22.388 -0.111 4.653
O -21.453 -0.840 5.462
S -20.447 -1.824 4.713
C -21.490 -3.252 4.401
O -20.058 -1.212 3.492
O -19.492 -2.196 5.702
H -24.459 0.508 4.928
H -23.439 0.724 6.371
H -23.974 -0.875 5.886
H -22.656 -0.699 3.773
H -21.982 0.839 4.309
H -21.937 -3.097 3.423
H -22.238 -3.283 5.184
H -20.762 -4.057 4.403
C -20.812 -7.123 6.177
N -19.797 -6.994 5.084
O -20.073 -6.294 4.130
O -18.752 -7.597 5.229
H -21.742 -6.721 5.783
H -20.495 -6.507 7.011
H -20.918 -8.179 6.393
```

=====

6.
A 2-piece molecular cluster, C5H13PS overall at a distorted geometry, computed with ωB97M-V/def2-TZVPD.

Summary:
relative energy (zero: lowest compared OMol25 entry of this formula, charge and spin) = 56.75 kcal per mole
E_HOMO = -7.78 eV
lowest unoccupied orbital energy = 0.5 eV
gap between HOMO and LUMO = 8.2 eV

```
20
C5H13PS ωB97M-V/def2-TZVPD
C 1.734 -0.524 -1.454
C -0.717 -0.260 -2.099
C 0.836 -0.023 2.283
C -1.851 0.262 1.312
C 0.230 -0.657 -1.068
P -0.129 0.816 0.928
S -0.022 2.747 0.702
H 1.803 0.542 -1.439
H 2.378 -0.895 -0.645
H 2.012 -0.893 -2.391
H -0.522 -0.670 -3.056
H -0.454 0.803 -2.233
H -1.755 -0.292 -1.965
H 0.599 -1.033 2.299
H 1.854 0.254 2.050
H 0.747 0.490 3.169
H -2.239 0.843 2.212
H -2.371 0.668 0.444
H -2.046 -0.776 1.300
H -0.085 -1.403 -0.349
```

=====

7.
A 14-piece molecular cluster, C20H21Cl39O4 overall, computed with ωB97M-V/def2-TZVPD.

Summary:
E_HOMO = -10.59 eV
lowest unoccupied orbital energy = -0.7 eV
gap between HOMO and LUMO = 9.9 eV

```
84
C20H21Cl39O4 ωB97M-V/def2-TZVPD
C -4.369 1.396 4.690
C -3.880 0.806 3.351
O -4.919 0.198 2.594
C -3.189 1.871 2.491
C -2.785 1.305 1.176
C -1.768 0.522 0.807
C -1.856 0.326 -0.663
O -0.988 -0.008 -1.412
O -3.113 0.741 -1.071
C -3.587 1.580 -0.056
O -4.427 2.397 -0.248
H -5.455 1.523 4.678
H -4.068 0.780 5.538
H -3.940 2.392 4.848
H -3.178 -0.006 3.580
H -5.768 0.603 2.804
H -3.885 2.704 2.342
H -2.306 2.233 3.027
H -0.984 0.134 1.443
C -5.567 -0.832 -3.388
Cl -7.125 -0.995 -2.573
Cl -4.863 -2.415 -3.721
Cl -5.730 0.109 -4.870
H -4.896 -0.299 -2.726
C 0.694 3.682 -0.308
Cl -0.983 3.842 -0.836
Cl 1.420 5.262 -0.019
Cl 0.793 2.672 1.137
H 1.250 3.193 -1.098
C 2.510 -0.840 -2.509
Cl 2.227 -0.159 -0.908
Cl 1.984 0.264 -3.773
Cl 4.217 -1.252 -2.690
H 1.928 -1.749 -2.589
C 4.011 7.678 -1.889
Cl 4.814 9.140 -2.464
Cl 5.100 6.293 -1.951
Cl 3.375 7.916 -0.264
H 3.177 7.476 -2.548
C 1.445 10.273 -4.996
Cl -0.170 10.686 -5.563
Cl 2.493 11.689 -4.958
Cl 1.382 9.503 -3.406
H 1.875 9.559 -5.684
C 0.472 2.663 5.175
Cl 0.100 1.356 4.043
Cl -0.879 3.786 5.302
Cl 0.910 2.015 6.752
H 1.322 3.204 4.780
C 4.763 -5.457 -1.697
Cl 4.586 -6.846 -2.777
Cl 3.283 -4.500 -1.671
Cl 5.213 -5.965 -0.073
H 5.557 -4.834 -2.087
C -5.267 -3.894 4.225
Cl -3.833 -2.930 4.586
Cl -5.876 -4.673 5.687
Cl -6.516 -2.916 3.461
H -4.977 -4.671 3.530
C -9.438 -0.681 1.230
Cl -10.469 -0.887 2.645
Cl -10.044 0.599 0.182
Cl -7.768 -0.366 1.710
H -9.446 -1.607 0.670
C 5.689 -10.044 -0.828
Cl 4.352 -11.135 -0.451
Cl 6.354 -9.334 0.639
Cl 6.938 -10.877 -1.752
H 5.297 -9.241 -1.438
C 3.042 -14.455 1.340
Cl 3.058 -14.586 3.098
Cl 3.802 -15.862 0.596
Cl 1.396 -14.238 0.740
H 3.618 -13.582 1.066
C 5.514 8.105 -5.933
Cl 5.194 6.372 -5.913
Cl 7.114 8.452 -6.581
Cl 4.268 8.962 -6.851
H 5.476 8.460 -4.912
C 5.204 -0.615 1.093
Cl 5.901 0.936 0.631
Cl 6.389 -1.914 0.943
Cl 4.539 -0.549 2.726
H 4.391 -0.827 0.414
```

=====

8.
C25H31BrN4O5PPt as an isolated structure at a distorted geometry, computed with ωB97M-V/def2-TZVPD.

Summary:
relative energy (zero: lowest compared OMol25 entry of this formula, charge and spin) = 83.96 kcal per mole
total charge = +3
E_HOMO (alpha / beta) = -16.19 / -16.19 eV
lowest unoccupied orbital energy (alpha / beta) = -12.5 / -12.5 eV
gap between HOMO and LUMO (alpha / beta) = 3.7 / 3.6 eV

```
68
C25H31BrN4O5PPt ωB97M-V/def2-TZVPD
Pt -0.185 -0.250 -0.035
O 2.331 -1.408 4.058
C 2.461 -0.206 4.539
C 3.297 0.002 5.667
C 3.468 1.263 6.177
C 2.806 2.362 5.605
C 1.985 2.186 4.494
C 1.803 0.925 3.943
C 1.007 0.731 2.733
O 0.808 -0.401 2.211
N 0.515 1.851 2.192
N -0.008 1.798 1.024
C -0.583 2.773 0.399
C -0.948 2.607 -0.978
C -1.535 3.646 -1.711
C -1.836 3.440 -3.047
C -1.514 2.219 -3.622
C -0.907 1.240 -2.840
N -0.659 1.424 -1.560
H 1.726 -1.410 3.272
H 3.797 -0.858 6.090
H 4.126 1.415 7.019
H 2.950 3.351 6.016
H 1.494 3.033 4.039
H -0.744 3.731 0.890
H -1.737 4.587 -1.222
H -2.301 4.217 -3.638
H -1.723 2.019 -4.660
H -0.606 0.291 -3.266
C 1.022 -5.874 0.333
C 1.498 -4.499 0.044
C 2.822 -4.236 -0.323
C 3.228 -2.947 -0.619
C 2.286 -1.936 -0.532
Br 2.685 -0.106 -0.890
N 1.026 -2.163 -0.172
C 0.638 -3.400 0.115
H 1.837 -6.492 0.699
H 0.657 -6.339 -0.586
H 0.209 -5.884 1.056
H 3.541 -5.042 -0.365
H 4.242 -2.724 -0.909
H -0.392 -3.523 0.428
C -3.968 -4.130 -1.417
C -2.889 -3.064 -1.462
O -2.905 -2.342 -0.218
P -2.506 -0.811 0.005
O -3.197 -0.490 1.379
C -3.083 -1.296 2.572
C -4.329 -1.082 3.405
O -3.264 0.113 -1.021
C -4.710 0.363 -1.042
C -5.449 -0.596 -1.945
H -3.838 -4.798 -2.264
H -4.966 -3.699 -1.472
H -3.905 -4.708 -0.498
H -3.054 -2.377 -2.297
H -1.906 -3.533 -1.580
H -2.182 -0.976 3.109
H -2.981 -2.346 2.287
H -4.442 -0.032 3.662
H -4.254 -1.664 4.318
H -5.215 -1.401 2.862
H -4.786 1.389 -1.409
H -5.087 0.316 -0.018
H -5.030 -0.594 -2.949
H -6.490 -0.283 -2.007
H -5.429 -1.607 -1.546
```

=====

Number 1: calculated total energy -8248.164902 Ha. Number 2: calculated total energy -357.201495 Ha. Number 3: calculated total energy -312.810081 Ha. Number 4: calculated total energy -7309.233811 Ha. Number 5: calculated total energy -2474.032983 Ha. Number 6: calculated total energy -937.786267 Ha. Number 7: calculated total energy -19023.084025 Ha. Number 8: calculated total energy -4600.135509 Ha.